Record 1
Entry from OMol25: a cluster of 2 separate species, C14H17Cl2N4O4S in total (ωB97M-V with the def2-TZVPD basis set).

XYZ file:
```
42
Properties=species:S:1:pos:R:3:forces:R:3
C -3.7101 2.2253 -0.4517 0.1 0.5 0.2
C -3.2884 0.7967 -0.6499 1.3 0.2 3.5
C -3.0812 -0.0230 0.4545 -1.1 1.4 -1.6
C -3.0298 -1.4736 0.3769 0.7 -2.6 -0.9
O -3.1001 -2.1112 -0.6953 -0.2 0.9 1.4
N -2.8795 -2.2091 1.5502 -0.3 0.9 -0.3
C -2.8277 -3.6469 1.4781 0.1 -0.3 -0.1
C -2.8692 -1.6902 2.9000 0.1 0.1 0.2
N -3.0933 0.5384 -1.9544 0.4 -2.5 -2.6
N -2.2172 -0.2944 -2.3307 -1.9 1.9 1.4
C -2.4430 -0.6369 -3.7241 0.4 0.2 -0.6
N -1.3038 -1.2548 -4.1256 -0.4 0.0 -0.3
O -3.4275 -0.4135 -4.3944 0.6 -0.2 0.4
H -3.6880 2.5020 0.6080 0.0 -0.1 -0.2
H -3.0377 2.8960 -1.0055 -0.1 -0.2 0.2
H -4.7250 2.4015 -0.8338 0.2 -0.2 0.0
H -3.1987 0.4562 1.4220 -0.2 -0.1 -0.3
H -2.9074 -3.9506 0.4336 0.0 0.0 0.2
H -1.8832 -4.0119 1.9043 -0.1 0.1 -0.1
H -3.6473 -4.0921 2.0600 0.0 0.1 -0.1
H -2.9192 -0.6009 2.9204 0.1 -0.3 0.1
H -3.7227 -2.0895 3.4718 0.1 0.1 -0.1
H -1.9521 -2.0073 3.4201 -0.2 0.2 -0.2
H -0.6151 -1.4903 -3.4313 0.0 0.0 0.0
H -1.2679 -1.6292 -5.0547 0.1 -0.1 0.0
Cl 8.2098 1.9138 -0.8259 0.6 0.1 -0.2
C 6.6065 1.5912 -0.2968 -1.4 -0.2 0.5
C 5.8972 0.5119 -0.8385 -0.3 0.2 0.3
C 4.5949 0.2432 -0.3928 0.6 0.3 0.0
C 4.0280 1.0493 0.5900 -0.7 0.1 -0.1
S 2.3553 0.6782 1.2208 -1.2 2.0 -2.2
C 1.3004 1.5889 0.2014 4.2 -0.2 -0.4
Cl -0.3279 1.3878 0.2904 -2.7 -0.5 0.3
O 2.1597 -0.7388 0.9972 0.0 -0.6 0.8
O 2.3726 1.2124 2.5663 0.4 -0.6 1.2
C 4.7177 2.1365 1.1155 0.5 -0.1 -0.3
C 6.0183 2.4119 0.6730 -0.2 -0.4 -0.2
H 6.3576 -0.1147 -1.5940 0.0 0.1 0.1
H 4.0401 -0.5954 -0.8039 0.0 0.2 0.2
H 1.6761 2.5181 -0.2115 0.1 -0.1 0.4
H 4.2614 2.7643 1.8752 0.0 -0.2 -0.1
H 6.5676 3.2506 1.0849 0.0 -0.1 -0.1
```
Positions in Å, forces in eV/Å.

Computed properties:
Highest occupied orbital energy ... -2.603 eV
Charge ... -1
HOMO-LUMO gap ... 4.064 eV

---

Record 2
Entry from OMol25: a structure of composition C14H17ClF5N4O8S2TeW (ωB97M-V with the def2-TZVPD basis set).

XYZ file:
```
53
Properties=species:S:1:pos:R:3:forces:R:3
W -1.7566 -1.2067 -0.0043 -0.7 -0.8 -0.4
O 0.5607 -2.8523 3.3673 0.0 0.0 0.0
Cl -0.7513 -2.6312 2.9042 -0.1 -0.2 0.0
O -1.4969 -3.8389 2.7308 0.0 0.0 0.0
O -1.4571 -1.6404 3.6076 0.0 0.0 0.0
O -0.5180 -2.1435 1.4201 0.0 0.4 0.2
C -6.0592 1.9753 0.5572 0.0 0.0 0.0
C -4.6653 2.6158 0.5854 0.0 0.0 0.0
C -3.6249 1.6129 0.4087 0.0 0.0 0.0
N -2.8339 0.8019 0.2603 0.2 -0.1 0.0
H -6.8062 2.7548 0.6869 0.0 0.0 0.0
H -6.1705 1.2510 1.3614 0.0 0.0 0.0
H -6.2393 1.4753 -0.3922 0.0 0.0 0.0
H -4.4736 3.1206 1.5337 0.0 0.0 0.0
H -4.5455 3.3508 -0.2124 0.0 0.0 0.0
S 1.4891 -1.1040 -2.7387 -0.1 0.3 -0.1
C 2.7133 -1.1252 -1.5600 0.1 -0.1 0.3
N 3.8182 -0.3763 -1.6903 -0.1 0.0 -0.1
C 4.9718 -0.4722 -0.8028 0.0 0.0 0.0
C 4.4886 -0.7894 0.6020 0.0 0.0 0.0
C 3.6110 -2.0283 0.5687 0.0 0.0 0.0
N 2.5876 -1.8737 -0.4609 0.0 0.0 -0.2
H 3.8966 0.1113 -2.5672 0.0 0.0 0.0
H 5.5003 0.4794 -0.8281 0.0 0.0 0.0
H 5.6584 -1.2461 -1.1583 0.0 0.0 0.0
H 3.9159 0.0538 0.9916 0.0 -0.1 0.0
H 5.3374 -0.9557 1.2633 0.0 0.0 0.0
H 3.1088 -2.1783 1.5237 0.0 0.0 0.0
H 4.2128 -2.9169 0.3583 0.0 0.0 0.0
H 1.7860 -2.4860 -0.4486 0.0 0.0 0.0
F -1.1368 -5.5727 -1.8234 0.0 0.0 0.0
Te -1.2376 -4.6531 -0.2337 0.1 0.3 -0.2
F 0.6111 -4.2943 -0.5402 0.1 0.0 0.1
F -2.9451 -1.5857 1.3426 0.0 0.1 0.1
F -3.0577 -4.4017 -0.6888 0.0 -0.1 0.1
F -3.3002 -1.3173 -1.0356 0.1 0.1 0.0
O -1.2656 -2.7066 -0.8111 -0.1 -0.5 -0.1
O -1.3007 -0.1142 -1.7867 -0.3 0.2 0.2
C -0.3095 0.4385 -1.2192 0.8 -0.4 -0.5
N 0.0842 -0.2903 -0.1479 -0.3 0.3 0.6
S 0.4498 0.7050 1.1513 -0.3 0.0 0.1
O 1.6909 0.4648 1.7921 0.1 0.0 -0.1
O -0.7795 0.5740 1.9089 0.3 0.4 0.2
C 0.5355 2.1431 0.1156 0.0 0.0 -0.1
C 0.9604 3.4068 0.4640 0.0 0.0 0.0
C 0.9604 4.3711 -0.5396 0.0 0.0 0.0
C 0.5517 4.0702 -1.8365 0.0 0.0 0.0
C 0.1255 2.7935 -2.1783 0.0 0.0 0.0
C 0.1342 1.8300 -1.1859 0.0 0.1 0.0
H 1.2816 3.6391 1.4702 0.0 0.0 0.0
H 1.2901 5.3745 -0.3066 0.0 0.0 0.0
H 0.5751 4.8433 -2.5922 0.0 0.0 0.0
H -0.1761 2.5442 -3.1863 0.0 0.0 0.0
```
Positions in Å, forces in eV/Å.

Computed properties:
Highest occupied orbital energy ... -10.964 eV
Charge ... +1
Energy above the lowest of the compared OMol25 structures with the same formula, charge and spin ... 2.699 eV
HOMO-LUMO gap ... 5.572 eV

---

Record 3
Entry from OMol25: the molecule C14H17ClN2O2 (ωB97M-V with the def2-TZVPD basis set).

XYZ file:
```
36
Properties=species:S:1:pos:R:3:forces:R:3
C -0.8452 -3.0773 1.2688 -0.2 0.0 -0.2
C -1.5293 -2.3422 0.1188 0.1 0.0 0.1
C -0.4909 -1.8713 -0.9099 -0.3 0.1 -0.1
C -1.0149 -0.6571 -1.6719 0.1 -0.2 -0.2
N -1.2338 0.4976 -0.8062 0.1 0.4 0.0
C -0.2713 1.5768 -0.9705 -0.3 -0.4 0.0
O -0.2482 1.9941 -2.3037 0.3 0.1 0.0
C -0.6983 2.7487 -0.0429 -0.2 0.2 0.0
O -1.6867 3.4272 -0.1588 -0.1 -0.1 -0.1
N 0.2687 2.8912 0.9066 0.0 0.3 0.5
C 1.3535 2.0528 0.6810 0.4 -0.5 -0.4
C 2.5236 1.9460 1.4057 -0.2 0.0 0.0
C 3.4861 1.0495 0.9620 0.0 -0.1 -0.1
C 3.2688 0.3019 -0.1843 -0.1 0.1 0.1
Cl 4.4957 -0.7889 -0.7259 0.2 -0.2 -0.1
C 2.0887 0.4048 -0.9162 0.1 0.2 0.2
C 1.1275 1.2795 -0.4638 0.0 0.3 0.1
C -1.5105 0.1433 0.5774 -0.2 0.1 0.2
C -2.3371 -1.1348 0.6243 0.1 0.1 0.0
H -1.5824 -3.4879 1.9552 0.0 -0.1 0.1
H -0.2386 -3.8957 0.8874 0.1 -0.1 0.0
H -0.1975 -2.4009 1.8233 0.1 0.1 0.1
H -2.2203 -3.0380 -0.3684 0.0 0.0 0.0
H 0.4351 -1.6023 -0.3976 0.1 0.0 0.0
H -0.2614 -2.6741 -1.6117 0.1 0.0 0.0
H -0.3300 -0.3610 -2.4679 -0.1 -0.1 0.0
H -1.9740 -0.9113 -2.1392 0.1 -0.1 -0.1
H -1.1278 2.3362 -2.5132 -0.1 0.0 0.1
H 0.2488 3.6090 1.6151 -0.1 0.0 -0.1
H 2.6931 2.5421 2.2885 0.0 0.1 0.1
H 4.4120 0.9392 1.5037 0.1 0.0 0.0
H 1.9507 -0.1724 -1.8152 0.0 -0.1 -0.1
H -0.5871 0.0051 1.1656 0.0 0.0 0.0
H -2.0746 0.9665 1.0281 0.1 -0.1 0.1
H -2.6687 -1.3097 1.6485 -0.1 0.0 0.0
H -3.2237 -0.9867 0.0073 -0.1 0.0 0.0
```
Positions in Å, forces in eV/Å.

Computed properties:
Highest occupied orbital energy ... -8.549 eV
Energy above the lowest of the compared OMol25 structures with the same formula, charge and spin ... 0.467 eV
Structure (SMILES) ... CC1CCN([C@@]2(O)C(=O)Nc3ccc(Cl)cc32)CC1
HOMO-LUMO gap ... 9.222 eV